50
Properties=species:S:1:pos:R:3:forces:R:3:nbo_charge:R:1 method="wB97M-V/def2-TZVPD" charge=+1 e_tot_ev=-39347.1978 e_above_lowest_kcal_mol=249.2 homo_lumo_gap_ev=2.489 homo_ev=-6.37
Rb 2.4920 6.5581 -5.3405 0.1 -0.4 0.4 0.795
Rb 2.7843 0.3914 -8.5536 0.0 0.0 0.4 0.799
Rb 8.9024 3.5701 -5.8575 -0.2 0.0 0.3 0.786
O 5.2900 3.3807 -2.0587 -1.2 -1.8 -0.7 -0.807
C 4.6592 2.1007 -1.8763 1.3 2.4 0.1 -0.117
C 3.0686 1.9121 -2.1097 -0.3 1.3 -1.9 -0.091
O 2.5360 2.0688 -3.4296 1.3 -0.8 1.2 -0.865
H 5.0110 1.8642 -0.8721 -1.4 0.1 1.5 0.159
H 5.2775 1.2827 -2.2460 -0.3 -0.4 -1.9 0.103
H 2.4900 2.6638 -1.5728 0.6 0.6 0.9 0.127
H 2.8041 0.9874 -1.5968 0.1 -0.8 -0.3 0.111
C -4.1222 -4.0068 -2.4958 1.3 -1.4 0.4 -0.625
C -3.5364 -3.6640 -3.8402 -2.9 2.1 1.4 0.039
C -2.3421 -2.8413 -3.7418 2.7 1.0 1.4 -0.086
O -1.4946 -3.4301 -4.6713 2.5 0.9 -3.1 -0.477
C -2.0991 -4.4245 -5.2794 2.3 -3.3 -3.4 0.961
O -1.7935 -5.1814 -6.1941 1.3 2.4 0.8 -0.604
O -3.1591 -4.7213 -4.6658 -4.9 -0.9 2.6 -0.450
H -4.8108 -4.8432 -2.6153 -0.2 0.2 0.4 0.238
H -4.4900 -3.1978 -1.8647 -0.4 0.2 -0.8 0.236
H -3.2464 -4.3245 -1.9299 -0.1 -0.7 0.4 0.207
H -4.2539 -2.9787 -4.2913 -0.5 -0.7 -1.0 0.174
H -1.6785 -2.9682 -2.8864 -0.9 0.4 1.1 0.192
H -2.4849 -1.7762 -3.9242 0.0 -0.1 -0.2 0.195
C -1.4979 4.9408 1.9627 -1.3 -0.5 -0.5 -0.628
C -3.0115 4.5711 2.0837 3.7 -0.5 -1.4 0.069
C -3.1772 3.1812 1.4370 -1.7 1.7 -1.7 -0.099
O -3.7958 2.4392 2.4304 -0.4 -0.9 0.7 -0.482
C -3.9494 3.1559 3.5716 -0.6 -1.9 2.7 0.970
O -4.4786 2.6703 4.5798 1.7 2.3 -3.3 -0.565
O -3.3140 4.3611 3.4272 -1.6 -0.6 1.2 -0.481
H -1.3984 5.9208 2.4295 0.9 -0.3 -0.1 0.226
H -1.1952 4.8771 0.9175 -0.4 1.0 -0.4 0.211
H -0.8744 4.0977 2.2599 0.0 0.3 1.3 0.225
H -3.5716 5.3799 1.6144 -0.5 -0.3 0.3 0.184
H -2.3594 2.7107 0.8912 0.6 -0.1 1.1 0.197
H -3.8786 3.3407 0.6181 -0.5 -0.3 -0.1 0.175
C 3.7303 -3.0255 3.5657 -0.8 1.1 -0.3 -0.636
C 2.7791 -2.0639 4.3400 0.7 -1.6 -0.8 0.066
C 1.4025 -1.9865 3.7066 1.3 0.0 -0.4 -0.094
O 0.5371 -1.7287 4.8114 -0.3 0.1 0.5 -0.473
C 1.1725 -2.0179 5.9558 1.9 0.8 4.8 0.969
O 0.8686 -1.7584 7.1610 0.7 -1.5 -6.1 -0.565
O 2.4845 -2.5561 5.6350 -2.5 0.7 0.9 -0.513
H 4.6130 -3.1949 4.1823 0.0 -0.3 -0.5 0.237
H 3.9481 -2.5834 2.5935 0.8 0.9 0.3 0.219
H 3.2629 -3.8944 3.1024 -0.3 -0.7 1.3 0.217
H 3.2769 -1.1047 4.4822 -0.1 0.2 -0.3 0.181
H 1.1955 -2.9386 3.2180 -0.5 -0.1 0.3 0.185
H 1.4273 -1.2151 2.9368 -0.7 0.3 0.3 0.206